{
  "formula": "C8H11IO2Si",
  "method": "ωB97M-V with the def2-TZVPD basis set",
  "species": ["C", "O", "Si", "I", "O", "C", "C", "C", "C", "C", "C", "C", "H", "H", "H", "H", "H", "H", "H", "H", "H", "H", "H"],
  "positions_angstrom": [[-1.553, -2.219, 1.387], [-2.218, -1.137, 0.859], [-1.425, 0.233, 0.589], [-0.745, 1.226, 2.736], [-2.528, 1.147, -0.151], [-2.729, 2.521, -0.167], [0.688, -0.181, -0.271], [1.725, -0.581, 0.525], [2.976, -0.577, 0.073], [3.258, -0.393, -1.267], [2.200, 0.018, -2.141], [0.870, 0.242, -1.603], [-1.499, -2.046, 2.462], [-0.617, -2.373, 0.964], [-2.019, -3.112, 0.960], [-3.142, 2.977, -1.100], [-1.842, 3.019, 0.090], [-3.548, 2.829, 0.564], [1.408, -0.908, 1.516], [3.851, -0.922, 0.764], [4.266, -0.644, -1.398], [2.527, 0.198, -3.197], [0.097, 0.682, -2.196]],
  "lowdin_charge": [-0.18, -0.26, 0.12, 0.54, -0.26, -0.17, -0.19, -0.20, -0.13, -0.09, -0.06, -0.09, 0.09, 0.04, 0.10, 0.10, 0.04, 0.11, 0.08, 0.14, 0.08, 0.10, 0.08],
  "smiles": "CO[Si](I)(OC)c1ccccc1",
  "e_lumo_ev": 0.5,
  "relative_energy_kcal_mol": 0.0,
  "multiplicity": 1
}


{
  "formula": "C51H43CdN5Se2",
  "method": "ωB97M-V with the def2-TZVPD basis set",
  "species": ["Cd", "C", "C", "C", "C", "C", "C", "C", "C", "C", "C", "C", "N", "C", "C", "C", "C", "C", "C", "C", "C", "C", "C", "C", "C", "C", "N", "C", "C", "C", "C", "C", "C", "C", "C", "C", "C", "C", "C", "N", "C", "C", "N", "C", "C", "C", "C", "C", "C", "H", "H", "H", "H", "H", "H", "H", "H", "H", "H", "H", "H", "H", "H", "H", "H", "H", "H", "H", "H", "H", "H", "H", "H", "H", "H", "H", "H", "C", "Se", "C", "C", "Se", "C", "H", "H", "H", "H", "H", "H", "H", "H", "H", "H", "C", "C", "C", "N", "H", "H", "H", "H", "H"],
  "positions_angstrom": [[0.199, -0.395, -1.428], [2.121, 3.319, 6.758], [3.098, 2.877, 5.877], [2.743, 2.267, 4.685], [1.402, 2.111, 4.339], [0.428, 2.550, 5.235], [0.784, 3.147, 6.436], [0.973, 1.427, 3.097], [0.057, 2.046, 2.222], [-0.595, 3.288, 2.289], [-0.948, 3.642, 1.006], [-0.549, 2.620, 0.119], [0.068, 1.662, 0.859], [-0.865, 2.709, -1.324], [-1.631, 1.747, -1.942], [-2.206, 1.693, -3.302], [-2.857, 0.520, -3.408], [-2.656, -0.218, -2.146], [-2.983, -1.520, -1.836], [-3.920, -2.326, -2.634], [-5.044, -1.764, -3.249], [-5.901, -2.537, -4.016], [-5.675, -3.897, -4.169], [-4.584, -4.478, -3.536], [-3.721, -3.703, -2.779], [-2.397, -2.085, -0.609], [-1.174, -1.719, -0.252], [-0.972, -2.073, 1.055], [-0.049, -1.434, 1.902], [-0.001, -1.969, 3.297], [0.417, -3.282, 3.486], [0.452, -3.835, 4.760], [0.047, -3.084, 5.850], [-0.399, -1.781, 5.664], [-0.418, -1.226, 4.397], [0.886, 0.483, 0.456], [2.377, 0.827, 0.602], [2.804, 0.622, 1.848], [1.584, 0.227, 2.659], [0.737, -0.395, 1.631], [-2.120, -2.812, 1.496], [-3.007, -2.826, 0.448], [-1.903, 0.576, -1.313], [-0.504, 3.985, -1.969], [-1.391, 4.710, -2.770], [-0.996, 5.884, -3.394], [0.287, 6.380, -3.217], [1.172, 5.691, -2.396], [0.779, 4.514, -1.782], [2.401, 3.789, 7.692], [4.145, 3.003, 6.121], [3.518, 1.921, 4.017], [-0.618, 2.402, 4.999], [0.013, 3.475, 7.121], [-0.773, 3.857, 3.185], [-1.482, 4.526, 0.697], [-2.113, 2.447, -4.068], [-3.377, 0.148, -4.277], [-5.258, -0.714, -3.093], [-6.765, -2.077, -4.480], [-6.351, -4.501, -4.760], [-4.404, -5.542, -3.635], [-2.876, -4.167, -2.285], [0.709, -3.870, 2.625], [0.788, -4.856, 4.893], [0.068, -3.511, 6.845], [-0.729, -1.195, 6.512], [-0.772, -0.213, 4.254], [2.971, 1.159, -0.239], [3.795, 0.804, 2.238], [-2.277, -3.206, 2.488], [-4.004, -3.240, 0.437], [-2.411, 4.364, -2.878], [-1.706, 6.426, -4.007], [0.590, 7.300, -3.699], [2.172, 6.073, -2.235], [1.473, 3.983, -1.138], [0.312, -3.806, -2.848], [-0.191, -2.107, -3.641], [1.480, -1.693, -4.563], [1.444, -0.260, -5.071], [1.265, 1.141, -3.714], [3.136, 1.210, -3.188], [1.329, -3.732, -2.472], [0.216, -4.606, -3.577], [-0.371, -3.959, -2.016], [1.580, -2.370, -5.411], [2.299, -1.861, -3.865], [0.609, -0.110, -5.756], [2.360, -0.026, -5.613], [3.746, 1.481, -4.046], [3.445, 0.257, -2.767], [3.213, 1.988, -2.431], [3.492, -2.839, 1.897], [4.246, -2.305, 0.678], [3.359, -2.044, -0.455], [2.665, -1.838, -1.347], [4.201, -3.045, 2.697], [2.963, -3.760, 1.660], [2.776, -2.101, 2.260], [5.013, -3.005, 0.340], [4.735, -1.360, 0.918]],
  "lowdin_charge": [1.25, -0.09, -0.08, -0.02, -0.15, -0.04, -0.08, -0.08, -0.14, 0.01, 0.00, -0.16, 0.08, -0.14, -0.34, -0.03, -0.02, -0.31, -0.13, -0.19, -0.04, -0.09, -0.10, -0.09, -0.04, -0.28, 0.00, -0.25, -0.09, -0.18, -0.05, -0.08, -0.09, -0.07, -0.02, -0.29, -0.07, -0.05, -0.14, 0.01, -0.01, -0.02, 0.00, -0.21, -0.04, -0.09, -0.10, -0.09, -0.05, 0.10, 0.10, 0.10, 0.11, 0.10, 0.10, 0.12, 0.10, 0.11, 0.11, 0.10, 0.10, 0.10, 0.10, 0.11, 0.10, 0.10, 0.10, 0.11, 0.08, 0.10, 0.11, 0.10, 0.11, 0.10, 0.10, 0.10, 0.11, -0.37, 0.92, -0.55, -0.55, 0.91, -0.39, 0.00, 0.02, 0.01, 0.07, 0.03, 0.06, 0.07, 0.03, 0.00, 0.01, -0.08, -0.21, -0.19, 0.16, 0.08, 0.08, 0.05, 0.12, 0.11],
  "e_lumo_ev": -0.3,
  "relative_energy_kcal_mol": 100.7,
  "multiplicity": 1
}


{
  "formula": "C15H11F3N2O5PdS2",
  "method": "ωB97M-V with the def2-TZVPD basis set",
  "species": ["Pd", "O", "C", "O", "C", "C", "C", "C", "C", "O", "C", "C", "O", "O", "H", "H", "H", "H", "H", "H", "H", "H", "F", "C", "F", "F", "C", "C", "C", "C", "N", "C", "S", "H", "H", "H", "S", "C", "N"],
  "positions_angstrom": [[-0.917, 0.019, -0.135], [-0.702, 3.602, 1.008], [-0.046, 2.639, 0.709], [-0.407, 1.858, -0.319], [1.281, 2.348, 1.379], [2.376, 1.887, 0.402], [3.744, 1.997, 1.090], [3.713, 0.766, 2.033], [2.309, 0.221, 1.756], [2.170, 0.470, 0.349], [1.273, 1.167, 2.399], [-0.073, 0.542, 2.753], [-0.426, 0.516, 3.907], [-0.824, -0.041, 1.829], [1.550, 3.274, 1.882], [2.308, 2.303, -0.599], [4.547, 1.918, 0.359], [3.859, 2.942, 1.619], [4.463, 0.032, 1.743], [3.864, 1.016, 3.082], [2.157, -0.837, 1.959], [1.650, 1.517, 3.357], [0.328, -4.945, -2.398], [0.301, -4.839, -1.062], [1.479, -4.314, -0.678], [0.219, -6.078, -0.562], [-0.841, -3.981, -0.600], [-2.098, -4.510, -0.363], [-3.149, -3.686, 0.021], [-2.920, -2.331, 0.152], [-1.705, -1.843, -0.073], [-0.679, -2.613, -0.432], [0.691, -1.536, -0.554], [-2.253, -5.575, -0.476], [-4.132, -4.088, 0.215], [-3.688, -1.628, 0.441], [0.312, 0.707, -4.160], [-0.646, 0.336, -2.961], [-1.377, 0.017, -2.070]],
  "lowdin_charge": [1.14, 0.14, -0.54, -0.17, -0.10, -0.24, -0.09, -0.09, -0.27, -0.21, -0.09, -0.55, 0.10, -0.17, 0.16, 0.17, 0.11, 0.12, 0.12, 0.12, 0.15, 0.15, 0.17, -0.59, 0.13, 0.16, -0.09, 0.04, -0.01, -0.05, -0.11, -0.55, 0.99, 0.14, 0.12, 0.14, 0.67, -0.97, -0.10],
  "e_lumo_ev": -3.2,
  "relative_energy_kcal_mol": 3.9,
  "multiplicity": 1
}


{
  "formula": "C4H2IO2",
  "method": "ωB97M-V with the def2-TZVPD basis set",
  "species": ["C", "C", "C", "C", "O", "O", "I", "H", "H"],
  "positions_angstrom": [[1.455, -0.193, 0.049], [0.261, -0.342, 0.057], [-3.470, -1.870, 0.094], [-3.170, -0.482, 0.234], [-2.959, -1.380, -1.013], [-3.940, -2.842, 0.547], [-4.840, 0.848, 0.009], [2.408, -0.596, -0.180], [-0.721, -0.082, 0.172]],
  "lowdin_charge": [-0.03, 0.02, -0.79, -0.64, -0.08, 0.07, 0.51, -0.01, -0.05],
  "charge": -1,
  "e_lumo_ev": 3.2,
  "relative_energy_kcal_mol": 68.6,
  "multiplicity": 1
}


Number 1: HOMO level -9.19 eV. Number 2: HOMO level -5.64 eV. Number 3: HOMO level -9.07 eV. Number 4: HOMO level -3.44 eV.